# 1
{"formula": "C8H12N4", "method": "ωB97M-V with the def2-TZVPD basis set", "species": ["C", "H", "H", "H", "N", "H", "C", "C", "H", "N", "C", "C", "C", "H", "H", "H", "H", "C", "C", "H", "H", "H", "N", "N"], "coordinates": [[0.686, -1.784, -1.119], [-1.730, 4.478, 1.563], [-1.937, 3.880, -0.112], [2.282, -0.923, -2.262], [0.065, 0.492, 0.968], [-0.331, -4.756, -0.500], [-0.226, -2.892, 0.505], [0.370, -3.006, -1.603], [0.510, -3.271, -2.651], [0.149, -1.657, 0.190], [1.296, -0.645, -1.854], [-0.557, 1.511, 0.289], [-0.584, 2.617, 1.092], [-0.816, -3.189, 1.372], [-1.118, 1.409, -0.640], [0.624, -0.400, -2.693], [0.034, -0.513, 0.778], [-1.222, 3.978, 0.722], [0.466, 0.981, 2.115], [-0.381, 4.611, 0.392], [1.417, 0.254, -1.225], [0.947, 0.357, 2.869], [-0.010, -3.784, -0.509], [0.065, 2.250, 2.312]], "lowdin_charge": [-0.29, 0.07, 0.06, 0.08, 0.01, 0.16, -0.13, -0.06, 0.13, 0.10, -0.03, -0.12, -0.33, 0.14, 0.11, 0.09, -0.06, -0.06, -0.24, 0.07, 0.07, 0.11, 0.06, 0.06], "e_tot_ha": -531.01681, "lumo_energy_ev": 0.40, "relative_energy_kj_mol": 178.34, "multiplicity": 1, "orbital_gap_ha": 0.2977}


# 2
{"formula": "C8H12N4O", "method": "ωB97M-V with the def2-TZVPD basis set", "species": ["N", "H", "H", "H", "H", "C", "H", "H", "C", "H", "C", "N", "H", "H", "H", "N", "C", "C", "N", "H", "C", "C", "C", "O", "H"], "coordinates": [[0.674, -1.153, 1.946], [2.745, -0.534, 0.993], [-2.346, 0.170, -1.721], [2.177, -1.760, 2.942], [1.361, -2.398, -0.203], [-1.514, 2.118, -2.033], [-2.154, -1.044, 0.424], [-0.450, -2.976, -1.783], [0.002, 2.980, -0.361], [0.007, -1.415, -2.175], [-0.697, 3.172, -1.578], [-0.329, -2.026, -1.444], [0.168, 1.732, 1.406], [0.699, 3.749, 0.025], [-0.506, 4.035, -2.229], [0.407, -2.007, -0.269], [-1.285, -0.475, 0.729], [-1.085, 0.814, -0.063], [1.859, -1.945, 1.993], [-1.528, -0.156, 1.737], [-0.255, 1.844, 0.412], [-1.677, 0.941, -1.313], [-0.021, -1.322, 0.861], [2.838, -1.512, 1.012], [-1.958, 2.169, -3.011]], "lowdin_charge": [0.03, 0.09, 0.12, 0.10, 0.13, -0.10, 0.11, 0.09, -0.08, 0.09, -0.08, 0.03, 0.11, 0.11, 0.10, -0.03, -0.09, -0.23, -0.12, 0.11, -0.05, -0.07, -0.33, -0.11, 0.09], "smiles": "NN/C(Cc1ccccc1)=N\\NO", "e_tot_ha": -606.19156, "lumo_energy_ev": 0.82, "relative_energy_kj_mol": 241.16, "multiplicity": 1, "orbital_gap_ha": 0.3411}


# 3
{"formula": "C8H12N4O3", "method": "ωB97M-V with the def2-TZVPD basis set", "species": ["H", "C", "C", "O", "H", "H", "H", "N", "C", "O", "C", "H", "C", "H", "N", "H", "O", "H", "H", "H", "C", "N", "H", "C", "H", "N", "C"], "coordinates": [[3.606, -1.141, 1.526], [1.223, -0.173, 0.062], [-2.248, 1.373, -1.798], [-4.465, 0.046, -0.719], [-3.196, 1.844, -1.965], [2.515, 1.001, 3.464], [4.166, 0.480, 1.443], [-3.627, -0.692, -1.154], [3.227, -0.101, 1.687], [1.519, -1.468, -0.195], [2.851, -0.036, 3.170], [3.631, -0.328, 3.822], [-0.636, 1.567, -0.074], [0.743, -1.760, -0.680], [2.202, 0.465, 0.774], [-1.467, 1.700, -2.510], [-3.618, -1.876, -1.086], [1.729, 1.362, 1.016], [2.053, -0.704, 3.232], [-2.532, -0.309, -3.031], [0.165, 0.445, -0.418], [-0.782, -2.041, -1.578], [-1.276, -2.870, -1.832], [-1.224, -0.902, -1.481], [-0.442, 2.260, 0.848], [-1.705, 1.976, -0.557], [-2.411, -0.117, -1.965]], "lowdin_charge": [0.13, -0.42, -0.18, 0.11, 0.10, 0.09, 0.12, -0.37, -0.23, 0.09, -0.09, 0.06, -0.26, 0.03, 0.06, 0.14, 0.09, 0.14, 0.05, 0.16, 0.03, 0.15, 0.09, -0.09, 0.14, 0.01, -0.15], "e_tot_ha": -756.52591, "lumo_energy_ev": 0.14, "relative_energy_kj_mol": 829.80, "multiplicity": 1, "orbital_gap_ha": 0.3041}


# 4
{"formula": "C8H12N6", "method": "ωB97M-V with the def2-TZVPD basis set", "species": ["H", "C", "H", "C", "C", "N", "H", "H", "H", "C", "C", "H", "H", "C", "H", "H", "C", "N", "N", "H", "N", "N", "N", "H", "H", "C"], "coordinates": [[-2.057, -0.767, -1.254], [-1.866, -0.767, -0.241], [-1.263, 2.493, -0.185], [-0.859, -0.031, 0.348], [-0.560, -0.168, 1.737], [-2.621, -1.569, 0.495], [3.374, 0.237, -1.842], [0.300, 3.721, -3.564], [0.908, 0.073, 3.113], [0.321, 3.419, -2.504], [-1.370, -1.066, 2.506], [2.957, -1.345, -2.454], [-0.973, -1.172, 3.523], [-2.456, -1.667, 1.846], [0.986, 0.925, 1.552], [-3.216, -2.279, 2.155], [3.190, -0.743, -1.550], [1.107, 0.335, -1.098], [-0.135, 2.639, -1.753], [1.627, -1.256, -0.118], [1.892, -0.641, -0.907], [0.059, 0.705, -0.500], [0.540, 0.404, 2.243], [3.902, -1.288, -0.743], [-3.239, -2.157, -0.033], [-0.547, 1.966, -0.773]], "lowdin_charge": [0.14, 0.05, 0.15, -0.11, -0.21, 0.11, 0.07, 0.12, 0.15, 0.23, 0.09, 0.11, 0.15, 0.05, 0.09, 0.12, 0.01, 0.11, 0.00, 0.17, -0.03, -0.06, 0.23, 0.17, 0.19, -0.13], "e_tot_ha": -639.78600, "lumo_energy_ev": [-7.32, -7.32], "relative_energy_kj_mol": 286.24, "multiplicity": 1, "total_charge": 2, "orbital_gap_ha": [0.2662, 0.2660]}


# 5
{"formula": "C8H12NO", "method": "ωB97M-V with the def2-TZVPD basis set", "species": ["H", "C", "C", "C", "C", "H", "H", "C", "C", "O", "N", "H", "H", "C", "H", "H", "H", "C", "H", "H", "H", "H"], "coordinates": [[-2.587, -0.538, -1.372], [-0.500, 1.017, -0.286], [0.282, 0.643, 0.933], [0.463, -0.691, 1.137], [-1.679, -0.500, -1.973], [2.240, -1.651, 1.720], [0.445, -0.315, -1.723], [-0.453, -0.289, -1.100], [-0.298, -1.356, 0.027], [1.930, 2.371, 1.514], [1.056, 1.892, 0.865], [-1.774, 0.318, -2.685], [-1.288, -1.653, 0.390], [0.445, 2.235, -0.417], [-0.007, 3.230, -0.426], [0.201, -2.264, -0.310], [-1.590, -1.429, -2.533], [1.260, -1.391, 2.139], [-1.532, 1.311, -0.097], [1.426, -0.777, 3.022], [0.790, -2.336, 2.410], [1.169, 2.172, -1.231]], "lowdin_charge": [0.09, -0.17, -0.04, -0.12, -0.05, 0.12, 0.15, -0.29, -0.06, 0.23, -0.08, 0.09, 0.15, 0.03, 0.15, 0.14, 0.09, 0.01, 0.16, 0.10, 0.11, 0.16], "smiles": "CC1=C2[C@@H](C[N+]2=O)[C@H](C)C1", "e_tot_ha": -441.63893, "lumo_energy_ev": [-6.40, -6.40], "relative_energy_kj_mol": 283.73, "multiplicity": 1, "total_charge": 1, "orbital_gap_ha": [0.2879, 0.2880]}


# 6
{"formula": "C8H12NO2PS", "method": "ωB97M-V with the def2-TZVPD basis set", "species": ["H", "C", "C", "C", "P", "H", "H", "H", "O", "H", "C", "N", "H", "H", "C", "H", "C", "H", "S", "H", "H", "C", "O", "H", "C"], "coordinates": [[3.814, 2.626, 1.304], [-0.682, 0.721, 1.870], [-1.250, -0.845, 0.195], [4.010, -0.751, 0.455], [2.876, 1.593, 0.909], [-3.937, 0.285, -1.469], [4.519, -0.446, -0.482], [-1.955, 2.411, 1.940], [0.250, 2.543, 3.733], [2.551, 1.893, -0.410], [-2.766, 0.951, 0.759], [2.994, 0.051, 1.116], [3.511, -1.632, 0.133], [0.471, -1.032, 1.533], [-2.417, -0.147, 0.017], [4.835, -0.973, 1.128], [-1.791, 1.445, 1.602], [-3.859, 1.414, 0.668], [0.743, 1.405, 2.955], [-4.083, -1.365, -0.883], [-0.913, -1.708, -0.554], [-0.431, -0.492, 1.269], [1.588, 2.145, 1.625], [-2.644, -1.100, -1.860], [-3.317, -0.564, -1.114]], "lowdin_charge": [0.02, -0.32, -0.05, -0.26, 0.62, 0.08, 0.06, 0.10, -0.46, 0.01, -0.04, -0.32, 0.04, 0.10, -0.33, 0.06, -0.09, 0.17, 1.00, 0.09, 0.16, -0.09, -0.58, 0.09, -0.07], "e_tot_ha": -1256.71402, "lumo_energy_ev": 0.45, "relative_energy_kj_mol": 445.19, "multiplicity": 1, "orbital_gap_ha": 0.3368}


# 7
{"formula": "C8H12NO3", "method": "ωB97M-V with the def2-TZVPD basis set", "species": ["H", "H", "C", "C", "H", "O", "H", "N", "H", "C", "H", "H", "H", "C", "C", "C", "H", "C", "H", "H", "C", "H", "O", "O"], "coordinates": [[-0.213, -0.659, 1.939], [0.722, 1.844, -0.406], [-0.611, -0.289, -0.661], [1.514, 1.034, -0.553], [1.172, -2.034, -1.197], [-1.475, -1.275, -0.203], [2.566, -1.437, -0.421], [-3.112, 0.384, 0.125], [-4.752, 1.594, 0.572], [-4.384, 0.729, 0.063], [-5.009, -0.016, -0.357], [-0.596, -0.180, -1.690], [2.229, 1.283, 0.258], [0.777, -0.196, -0.025], [0.632, -0.045, 1.577], [1.485, -1.579, -0.299], [0.418, 1.039, 1.747], [-2.768, -1.109, -0.068], [1.530, -0.453, 1.993], [1.006, -2.102, 0.474], [-2.001, 1.226, -0.055], [1.704, 0.998, -1.671], [-1.776, 2.381, 0.018], [-3.583, -1.905, -0.096]], "lowdin_charge": [0.09, 0.09, 0.00, -0.04, 0.07, 0.11, 0.11, 0.07, 0.14, 0.32, 0.12, 0.13, 0.11, -0.54, -0.01, 0.00, 0.10, -0.44, 0.08, 0.07, -0.17, 0.12, 0.19, 0.28], "e_tot_ha": -592.09615, "lumo_energy_ev": [-6.94, -6.95], "relative_energy_kj_mol": 340.70, "multiplicity": 1, "total_charge": 1, "orbital_gap_ha": [0.2514, 0.2514]}


# 8
{"formula": "C8H12NO4P", "method": "ωB97M-V with the def2-TZVPD basis set", "species": ["C", "H", "O", "C", "H", "H", "N", "C", "H", "O", "H", "C", "H", "O", "P", "C", "O", "H", "H", "H", "H", "C", "H", "H", "C", "C"], "coordinates": [[2.115, 1.884, 0.256], [3.124, 1.967, 0.365], [-0.216, -0.293, 1.536], [-4.609, 0.733, 0.381], [-0.707, 1.864, 1.414], [-2.878, -1.400, -2.061], [-1.681, 0.749, 0.036], [2.020, -2.335, -0.651], [-1.131, -2.331, -0.459], [1.754, 0.550, 0.015], [-2.546, 1.935, 1.482], [-1.692, 1.922, 0.808], [1.369, 2.356, 0.938], [-5.001, -0.289, 0.676], [1.407, -0.491, 1.307], [-2.478, 0.472, -1.002], [1.246, -1.861, 0.421], [3.061, -2.277, -0.613], [1.828, 2.445, -0.742], [1.689, -1.905, -1.545], [-3.252, 1.133, -1.487], [-1.029, -0.364, 0.448], [1.892, -3.370, -0.693], [-1.481, 2.829, 0.250], [-1.453, -1.386, -0.378], [-2.349, -0.868, -1.318]], "lowdin_charge": [-0.16, 0.04, -0.20, -0.05, 0.10, 0.09, -0.13, -0.12, 0.07, -0.38, 0.07, -0.05, 0.08, 0.03, 0.95, -0.17, -0.36, 0.07, 0.13, 0.08, 0.12, -0.32, 0.07, 0.09, 0.01, -0.05], "e_tot_ha": -1008.91026, "lumo_energy_ev": [0.83, -1.56], "multiplicity": 3, "orbital_gap_ha": [0.1609, 0.2777], "s_squared": 2.016}


# 9
{"formula": "C8H12O2", "method": "ωB97M-V with the def2-TZVPD basis set", "species": ["H", "H", "H", "H", "C", "C", "O", "C", "C", "H", "H", "H", "C", "H", "C", "C", "C", "H", "H", "H", "H", "O"], "coordinates": [[-3.862, 0.403, -0.166], [-1.288, 1.308, 1.193], [2.079, -1.735, 1.029], [0.364, 0.623, -1.388], [2.468, 0.041, -0.139], [-1.817, 0.064, -0.526], [3.602, -0.065, -0.445], [0.321, 0.790, -0.221], [0.283, -0.782, 0.443], [1.755, -1.893, -0.664], [-1.583, 2.148, -0.364], [-1.847, 0.246, -1.618], [-1.042, -1.279, -0.220], [1.876, 1.013, 1.311], [-1.163, 1.241, 0.113], [1.655, 1.247, 0.242], [1.637, -1.186, 0.151], [1.911, 2.374, 0.111], [-1.451, -1.811, 0.579], [0.153, -0.820, 1.573], [-0.927, -1.739, -1.093], [-3.124, -0.189, 0.100]], "lowdin_charge": [0.10, 0.12, 0.15, 0.18, -0.45, -0.36, 0.12, -0.21, -0.23, 0.13, 0.12, 0.15, -0.05, 0.15, -0.11, -0.09, -0.13, 0.16, 0.10, 0.16, 0.07, -0.07], "smiles": "O=C1C[C@@H]2CC(O)C[C@H]2C1", "e_tot_ha": -462.42463, "lumo_energy_ev": 0.79, "relative_energy_kj_mol": 214.48, "multiplicity": 1, "orbital_gap_ha": 0.3678}


# 10
{"formula": "C8H12O2", "method": "ωB97M-V with the def2-TZVPD basis set", "species": ["C", "H", "O", "H", "O", "C", "C", "H", "H", "C", "C", "H", "C", "C", "H", "H", "C", "H", "H", "H", "H", "H"], "coordinates": [[-0.200, -0.463, -0.911], [-3.989, -1.966, 2.154], [-3.845, -0.068, 1.817], [-1.483, 1.925, -2.471], [-1.142, 0.962, -2.490], [-0.165, 0.769, -1.568], [3.138, -0.310, 0.733], [2.894, 2.027, -0.627], [3.856, 0.463, 0.854], [0.878, 1.743, -1.449], [1.964, 0.040, -0.199], [-2.699, -1.410, 0.746], [-3.264, -1.275, 1.713], [1.988, 1.328, -0.733], [0.927, 2.678, -2.034], [-2.410, -1.241, 2.398], [0.864, -0.833, -0.212], [3.559, -1.390, 0.330], [-3.487, 0.466, 0.997], [2.788, -0.503, 1.662], [0.922, -1.770, 0.298], [-1.094, -1.170, -1.008]], "lowdin_charge": [-0.05, 0.09, -0.14, 0.15, 0.00, -0.33, -0.06, 0.14, 0.05, -0.02, -0.27, 0.08, -0.24, -0.07, 0.12, 0.07, -0.07, 0.14, 0.14, 0.02, 0.12, 0.14], "smiles": "Cc1ccc(O)cc1.CO", "e_tot_ha": -462.42421, "lumo_energy_ev": 0.54, "relative_energy_kj_mol": 215.56, "multiplicity": 1, "orbital_gap_ha": 0.3264}


Calculated max |F|, 6.56, 1.75, 5.94, 4.39, 2.85, 2.90, 5.09, 5.85, 5.34, 6.06 eV Å⁻¹ (same order as the records).